1.
Molecular formula: C6H9N3O2
Method: DFT, wB97M-V/def2-TZVPD

CARTESIAN COORDINATES (ANGSTROEM)
H (-2.592, 1.413, 0.702)
C (-0.265, 0.814, 0.819)
H (2.406, 1.851, -0.510)
O (-1.401, -1.920, 0.447)
N (1.046, -1.169, 0.287)
O (-3.162, -0.984, -0.586)
C (1.042, 0.201, 0.363)
C (2.285, -1.314, -0.237)
H (-0.716, 0.532, -1.224)
C (-1.264, 0.456, -0.296)
C (2.158, 0.847, -0.153)
C (-1.986, -0.924, -0.216)
H (3.828, -0.134, -0.997)
N (2.985, -0.173, -0.477)
H (-0.590, 0.467, 1.820)
H (-0.508, -1.698, 0.765)
H (-0.180, 1.850, 0.906)
H (2.612, -2.267, -0.559)
N (-2.441, 1.366, -0.302)
H (-3.259, 0.787, -0.549)

Relative energy (zero: lowest compared OMol25 entry of this formula, charge and spin)   141.8 kJ/mol
Frontier orbital gap   9.70 eV
Maximum force   0.10079 Eh/bohr

***

2.
Molecular formula: C30H30N9O6SW
Method: DFT, wB97M-V/def2-TZVPD

CARTESIAN COORDINATES (ANGSTROEM)
O (0.441, 3.642, -1.718)
H (3.308, 2.136, -3.957)
C (2.854, -3.448, -0.968)
C (0.747, 5.500, -5.904)
C (1.240, 1.588, -4.227)
O (-0.685, 1.278, 1.212)
O (-2.419, 3.538, 2.005)
N (-1.494, -0.887, -1.513)
H (-0.043, 6.053, -5.394)
H (-0.871, 1.355, -4.566)
C (2.331, 2.438, -4.312)
C (-3.258, -0.021, -0.273)
H (0.451, 5.402, -6.950)
W (-0.247, -0.081, 0.002)
N (-4.401, 0.304, 1.417)
N (1.485, 2.409, -0.164)
N (1.010, -2.157, 1.838)
C (-1.922, 1.809, 5.122)
H (-5.202, 0.586, 1.958)
C (-1.916, 2.584, 2.822)
C (3.915, -5.552, -0.536)
C (-0.013, 2.012, -4.652)
H (2.222, 3.093, -0.216)
C (-2.744, -0.307, -1.577)
O (1.534, 0.052, -2.021)
C (2.919, -0.578, -4.164)
H (2.697, -2.568, -1.581)
C (0.002, -0.620, 3.111)
C (-2.320, 2.713, 4.148)
H (1.663, 6.086, -5.863)
H (-2.605, 4.510, 0.258)
N (0.255, -1.004, 1.891)
H (3.703, 0.108, -3.860)
H (-2.957, 3.555, 4.385)
C (-1.197, -1.673, -2.568)
C (2.339, -4.670, 1.051)
C (-2.030, 3.670, 0.641)
O (0.731, -1.717, -0.337)
C (0.466, 2.589, -1.124)
H (-1.145, 3.617, -5.487)
H (-1.740, -2.352, -4.530)
C (-3.454, -0.278, -2.769)
S (1.309, -0.056, -3.525)
C (-1.121, 0.743, 4.787)
C (2.155, -3.558, 0.235)
H (2.609, 0.738, -0.104)
H (-0.968, 3.893, 0.549)
H (0.352, -1.274, 3.901)
C (3.213, -5.669, 0.656)
H (1.785, -4.747, 1.977)
C (-1.101, 1.493, 2.467)
H (-3.005, -0.430, 2.860)
C (-1.981, -1.707, -3.696)
H (4.597, -6.337, -0.837)
C (-0.164, 3.281, -5.173)
C (1.254, -2.470, 0.608)
C (0.925, 4.143, -5.291)
N (1.809, 1.147, 0.369)
C (3.742, -4.439, -1.347)
H (2.840, -0.623, -5.250)
H (1.999, 1.257, 1.357)
C (-3.243, -0.213, 1.833)
H (4.299, -4.350, -2.270)
H (-0.307, -2.275, -2.460)
H (-2.251, 1.944, 6.144)
H (-0.804, 0.027, 5.534)
H (3.346, -6.545, 1.275)
H (-4.384, 0.277, -2.820)
N (-3.064, -0.937, -3.845)
N (-2.478, -0.442, 0.785)
N (-4.430, 0.437, 0.086)
H (3.023, 4.364, -4.902)
C (-0.725, 0.553, 3.454)
C (2.167, 3.704, -4.846)
H (-2.276, 2.790, 0.051)
H (3.118, -1.573, -3.770)
O (-0.388, 1.616, -1.221)

Relative energy (zero: lowest compared OMol25 entry of this formula, charge and spin)   79.2 kJ/mol
Frontier orbital gap (alpha / beta)   5.78 / 5.45 eV
Net charge   +1
Maximum force   0.05868 Eh/bohr

***

3.
Molecular formula: CH4BBrO2
Method: DFT, wB97M-V/def2-TZVPD

CARTESIAN COORDINATES (ANGSTROEM)
H (1.979, -0.741, -0.886)
O (-0.550, -0.152, -1.093)
O (1.575, -0.335, -0.119)
H (-1.468, 0.233, 1.386)
Br (-1.974, -2.758, 0.786)
B (0.256, -0.055, -0.070)
H (-0.013, -0.078, 2.123)
H (-0.641, -0.069, -2.031)
C (-0.477, 0.245, 1.275)

Relative energy (zero: lowest compared OMol25 entry of this formula, charge and spin)   362.4 kJ/mol
Frontier orbital gap (alpha / beta)   5.55 / 5.55 eV
Maximum force   0.08237 Eh/bohr

***

4.
Molecular formula: C4H8N2
Method: DFT, wB97M-V/def2-TZVPD

CARTESIAN COORDINATES (ANGSTROEM)
H (-3.401, -1.479, 0.214)
H (-2.053, -1.160, 1.283)
H (1.108, -1.111, -2.018)
N (-1.148, 0.612, -0.706)
H (-0.628, 1.193, -1.357)
C (-2.026, 0.012, -0.230)
H (3.865, 0.524, 0.657)
C (2.730, 0.353, 0.836)
N (2.115, -0.271, -0.177)
C (-2.802, -0.658, 0.673)
H (-3.258, 0.057, 1.439)
H (2.549, -0.319, 1.847)
H (2.290, 1.368, 0.884)
C (1.448, -0.689, -1.012)

Relative energy (zero: lowest compared OMol25 entry of this formula, charge and spin)   111.6 kJ/mol
Frontier orbital gap   12.52 eV
Net charge   +2
Maximum force   0.10207 Eh/bohr

***

5.
Molecular formula: C4H8O2
Method: DFT, wB97M-V/def2-TZVPD

CARTESIAN COORDINATES (ANGSTROEM)
C (-1.155, -1.334, -0.919)
O (1.535, 0.645, -0.141)
H (1.286, 1.310, -2.005)
O (-0.225, 0.317, 2.929)
H (-0.228, 1.426, -0.873)
C (0.045, 0.628, 1.778)
C (1.230, 0.248, 1.096)
H (-0.261, -1.210, -0.283)
H (-0.633, 1.262, 1.185)
H (-1.496, -2.347, -0.731)
H (2.051, -0.215, 1.607)
H (-1.019, -1.218, -2.002)
C (0.796, 1.131, -1.060)
H (-1.927, -0.644, -0.580)

Relative energy (zero: lowest compared OMol25 entry of this formula, charge and spin)   426.1 kJ/mol
Frontier orbital gap (alpha / beta)   7.55 / 8.35 eV
Maximum force   0.02454 Eh/bohr

***

6.
Molecular formula: C14H17N3O3S
Method: DFT, wB97M-V/def2-TZVPD

CARTESIAN COORDINATES (ANGSTROEM)
C (1.075, 0.541, -0.161)
H (2.511, -2.723, 1.241)
C (-2.822, 4.965, 1.813)
H (0.080, -3.217, 1.572)
H (2.026, -0.085, -2.885)
H (0.561, 3.377, -0.069)
N (-4.875, 3.734, 2.510)
H (-0.505, -1.149, 1.084)
C (-1.510, 3.367, 0.774)
H (0.616, -3.481, -2.436)
O (-5.438, 4.790, 2.563)
O (2.038, 1.126, -0.615)
H (-0.752, 5.371, 1.108)
H (1.402, -1.291, -3.929)
C (1.489, -3.424, -1.820)
C (-0.219, 2.754, 0.402)
C (-0.049, 1.322, 0.397)
N (1.989, -2.081, -1.953)
C (1.208, -3.608, -0.257)
C (2.178, -1.566, -0.583)
C (-0.183, -1.586, 0.245)
H (-0.838, -1.463, -0.610)
H (3.343, -3.263, -0.053)
H (-3.198, 5.955, 2.056)
N (1.066, -0.852, -0.077)
S (-2.800, 2.429, 1.307)
H (-0.928, -3.694, 0.281)
H (-0.892, 0.766, 0.927)
H (3.016, -0.899, -0.487)
H (1.319, -4.670, -0.065)
H (2.218, -4.133, -2.226)
C (-3.611, 3.798, 1.971)
C (-1.610, 4.722, 1.082)
H (3.028, -1.428, -3.594)
C (2.441, -2.836, 0.236)
O (-5.445, 2.701, 2.848)
C (-0.031, -3.070, 0.524)
C (2.102, -1.198, -3.119)

Relative energy (zero: lowest compared OMol25 entry of this formula, charge and spin)   711.4 kJ/mol
Frontier orbital gap   6.46 eV
SMILES   CN1C[C@@H]2CCN(C(=O)/C=C/c3ccc([N+](=O)[O-])s3)[C@H]1C2
Maximum force   0.09290 Eh/bohr

***

Question: relative energy (zero: lowest compared OMol25 entry of this formula, charge and spin) of number 5 (C4H8O2)?
Answer: 426.1 kJ/mol

***

Question: Which formula does entry 2 have?
Answer: C30H30N9O6SW

***

Question: Number 4 is which compound?
Answer: C4H8N2